Entry 1:
A 15-piece molecular cluster, H30O15 overall at a distorted geometry. Source: the Open Molecules 2025 dataset; level of theory: ωB97M-V/def2-TZVPD.

Last column: Löwdin charge in e.
Element x y z (Å)
O -2.250 1.178 2.299  -0.04
H -1.345 1.389 2.116  -0.04
H -2.278 1.540 3.228  0.08
O -1.141 -1.794 1.730  -0.02
H -1.069 -2.643 1.293  0.08
H -0.394 -1.648 2.323  0.08
O 0.280 2.198 1.608  -0.03
H 0.543 3.109 1.551  0.07
H 0.288 2.029 2.563  0.07
O 2.647 0.693 0.136  -0.07
H 2.618 -0.220 0.350  -0.02
H 3.364 0.815 -0.544  0.11
O 2.615 0.841 2.818  -0.06
H 2.171 0.921 2.016  -0.07
H 3.561 0.627 2.632  0.07
O -3.299 -0.810 -1.312  -0.04
H -3.070 0.057 -1.643  0.02
H -3.329 -0.794 -0.377  -0.05
O -0.942 -2.112 -2.331  -0.08
H -0.707 -1.716 -3.237  0.09
H -1.144 -1.379 -1.758  -0.05
O 2.353 -1.902 0.928  -0.03
H 2.708 -2.777 0.855  0.06
H 1.931 -1.826 1.791  0.06
O -3.708 -1.267 1.307  -0.07
H -3.782 -0.338 1.518  0.02
H -2.732 -1.319 1.458  -0.01
O 1.127 1.963 -1.705  -0.06
H 1.314 1.660 -0.828  -0.02
H 1.783 1.651 -2.382  0.09
O 0.731 -3.726 -0.318  -0.04
H 1.522 -3.206 -0.561  0.03
H 0.119 -3.198 -0.770  -0.04
O 1.756 -1.004 -2.259  -0.02
H 1.208 -0.756 -1.555  -0.05
H 2.350 -0.251 -2.356  0.02
O -1.021 3.624 -0.617  -0.01
H -0.381 4.233 -0.327  0.01
H -0.449 3.178 -1.210  -0.03
O -0.293 -0.187 -0.344  -0.07
H -0.473 -0.877 0.357  0.04
H -0.078 0.643 0.081  0.01
O -1.281 0.836 -2.960  -0.06
H -1.117 1.669 -3.401  0.04
H -0.703 0.895 -2.159  0.01

## Properties
molecular weight = 270.2 g/mol
largest force on an atom = 3.571 eV/A
relative energy (zero: lowest compared OMol25 entry of this formula, charge and spin) = 244.8 kJ/mol
orbital gap = 9.0 eV
LUMO energy = -0.61 eV

=====

Entry 2:
H30O15 as an isolated structure at a distorted geometry. Source: the Open Molecules 2025 dataset; level of theory: ωB97M-V/def2-TZVPD.

Last column: Löwdin charge in e.
Element x y z (Å)
H 0.438 -0.301 -0.127  0.04
H -0.799 -0.671 0.552  0.07
H 4.616 -0.555 -0.676  0.03
H 5.024 0.162 -1.952  0.13
H -0.930 -0.175 2.607  0.06
H 0.076 0.486 1.603  0.00
H -2.214 0.693 1.037  -0.03
H -3.575 1.245 1.175  0.08
H 0.191 -3.313 0.475  -0.03
H 1.657 -3.351 0.200  0.04
H -0.845 4.907 1.303  0.01
H -0.626 3.836 0.275  0.02
H -1.726 -1.658 2.509  -0.02
H -2.448 -2.564 3.590  0.08
H -2.289 -2.124 -3.295  0.05
H -2.770 -3.196 -2.547  -0.02
H 4.312 -2.178 -2.745  0.05
H 3.981 -2.256 -1.269  0.10
H -0.911 2.524 -1.778  0.07
H -0.172 1.959 -0.545  -0.05
H -5.446 -2.303 0.669  0.03
H -4.575 -1.733 -0.437  0.03
H 3.889 -1.296 3.001  0.05
H 2.750 -0.381 2.644  0.07
H 2.139 2.189 -1.600  0.06
H 1.499 2.033 -0.248  0.01
H -4.094 1.139 -2.681  0.07
H -2.926 2.262 -2.711  0.04
H 3.857 0.699 0.062  0.02
H 3.335 -0.472 0.884  0.01
O -0.442 0.041 -0.054  -0.05
O 4.276 -0.407 -1.546  -0.15
O -0.486 0.737 2.367  -0.08
O -2.724 1.422 0.666  -0.07
O 0.966 -3.012 0.769  0.01
O -1.365 4.282 0.795  -0.10
O -2.561 -2.068 2.741  -0.05
O -1.964 -2.783 -2.659  -0.03
O 3.651 -1.860 -2.139  -0.11
O -0.412 2.698 -0.982  -0.05
O -4.767 -2.554 0.033  -0.06
O 3.732 -0.408 2.667  -0.09
O 1.662 2.684 -0.919  -0.05
O -3.107 1.306 -2.597  -0.10
O 3.366 0.472 0.861  -0.09

## Properties
molecular weight = 270.2 g/mol
largest force on an atom = 14.106 eV/A
relative energy (zero: lowest compared OMol25 entry of this formula, charge and spin) = 1177.6 kJ/mol
orbital gap = 7.6 eV
LUMO energy = -0.43 eV

=====

Entry 3:
H30O15 as an isolated structure at a distorted geometry. Source: the Open Molecules 2025 dataset; level of theory: ωB97M-V/def2-TZVPD.

Last column: Löwdin charge in e.
Element x y z (Å)
O -2.492 -1.085 2.542  -0.02
H -2.301 -0.918 1.705  -0.08
H -2.383 -2.102 2.761  0.15
O 1.033 -1.177 2.271  -0.02
H 0.708 -1.242 3.133  0.04
H 1.818 -0.531 2.233  0.08
O -0.317 1.394 -2.976  -0.14
H -0.967 1.644 -2.209  0.04
H -0.674 0.449 -3.061  -0.03
O -2.595 -0.561 -0.547  0.00
H -2.283 0.158 -0.891  -0.12
H -3.557 -0.599 -0.839  0.15
O 2.282 2.026 -1.954  -0.15
H 1.386 2.385 -1.617  0.01
H 2.075 1.970 -2.931  0.06
O 0.527 -0.657 -1.480  -0.01
H 0.166 -1.234 -2.236  0.16
H 1.462 -0.744 -1.521  0.05
O -1.026 -2.554 -0.016  -0.09
H -0.165 -2.083 -0.432  0.08
H -1.645 -1.906 -0.250  -0.09
O -1.933 -0.230 -3.419  0.01
H -2.875 0.018 -3.389  0.11
H -1.841 -0.648 -2.626  -0.03
O 0.797 2.648 -0.266  -0.03
H 0.584 1.793 0.061  -0.12
H 0.976 2.988 0.562  0.03
O 1.959 -3.101 1.472  -0.09
H 1.391 -3.712 1.879  -0.01
H 1.344 -2.385 1.766  -0.10
O -2.307 1.842 -1.102  0.01
H -2.473 1.729 -0.238  0.01
H -3.079 2.424 -1.198  0.12
O -0.079 0.669 0.362  -0.09
H 0.291 0.246 1.236  0.10
H 0.117 0.018 -0.462  -0.02
O -0.762 0.259 4.286  -0.15
H -1.258 -0.343 3.569  0.04
H -1.163 1.170 4.251  0.05
O 2.957 0.626 1.798  -0.02
H 3.091 1.582 1.555  0.10
H 3.291 0.284 1.019  -0.04
O 3.128 -0.335 -0.581  -0.01
H 3.871 -0.597 -1.158  0.11
H 2.917 0.422 -1.062  -0.02

## Properties
molecular weight = 270.2 g/mol
largest force on an atom = 9.441 eV/A
relative energy (zero: lowest compared OMol25 entry of this formula, charge and spin) = 670.6 kJ/mol
orbital gap = 9.1 eV
LUMO energy = -0.54 eV

=====

Entry 4:
A 15-piece molecular cluster, H30O15 overall at a distorted geometry. Source: the Open Molecules 2025 dataset; level of theory: ωB97M-V/def2-TZVPD.

Last column: Löwdin charge in e.
Element x y z (Å)
O -0.881 2.306 -2.268  -0.04
H -1.639 2.609 -2.808  0.07
H -1.361 1.636 -1.825  -0.03
O -4.086 -1.369 0.906  -0.07
H -3.191 -1.551 0.578  -0.03
H -4.731 -2.000 0.536  0.06
O -1.061 1.890 2.826  -0.06
H -1.605 1.195 2.462  0.00
H -1.373 1.948 3.780  0.09
O 2.367 -0.482 0.332  -0.09
H 2.430 0.424 0.006  -0.01
H 3.089 -0.535 0.965  0.07
O 1.760 1.351 2.891  -0.03
H 0.884 1.077 2.721  -0.02
H 2.204 0.642 3.355  0.05
O 1.185 -2.312 2.106  -0.04
H 1.899 -2.808 2.488  0.03
H 1.644 -1.663 1.585  -0.03
O -0.228 0.474 0.164  -0.02
H -0.503 -0.252 0.744  0.02
H 0.222 0.083 -0.539  -0.04
O -0.922 0.109 -3.996  -0.05
H -0.582 0.983 -3.902  0.00
H -0.557 -0.323 -3.239  -0.04
O -3.126 0.431 -1.314  -0.06
H -3.947 -0.101 -1.223  0.05
H -2.440 -0.151 -0.944  -0.01
O 1.087 2.987 0.730  -0.04
H 0.458 2.328 0.420  0.01
H 1.437 2.656 1.544  -0.01
O 0.609 -1.025 -1.876  -0.03
H 1.224 -1.141 -2.606  0.08
H 0.357 -1.810 -1.437  0.03
O 3.372 -1.625 -1.986  -0.10
H 4.225 -1.192 -2.215  0.06
H 2.739 -1.001 -1.553  -0.01
O 2.849 1.661 -1.046  -0.03
H 2.244 2.245 -0.599  0.01
H 3.658 2.080 -1.340  0.07
O -1.847 -0.748 2.454  -0.06
H -1.104 -0.706 3.104  0.08
H -1.833 -1.641 2.103  0.03
O -1.785 -1.978 -0.459  -0.06
H -0.947 -2.456 -0.307  0.08
H -2.191 -2.243 -1.318  0.11

## Properties
molecular weight = 270.2 g/mol
largest force on an atom = 3.006 eV/A
relative energy (zero: lowest compared OMol25 entry of this formula, charge and spin) = 194.0 kJ/mol
orbital gap = 10.0 eV
LUMO energy = -0.36 eV

=====

Entry 5:
A 15-piece molecular cluster, H30O15 overall at a distorted geometry. Source: the Open Molecules 2025 dataset; level of theory: ωB97M-V/def2-TZVPD.

Last column: Löwdin charge in e.
Element x y z (Å)
O -1.902 0.725 5.702  -0.07
H -1.919 1.230 6.499  0.01
H -0.987 0.381 5.699  0.02
O 3.361 2.345 -0.868  -0.07
H 2.386 2.136 -0.773  0.05
H 3.756 1.482 -0.762  0.00
O -0.522 -2.028 -3.824  -0.05
H -0.499 -2.307 -2.892  0.02
H 0.397 -2.165 -4.038  0.05
O -1.652 2.870 0.578  -0.06
H -1.880 2.552 -0.314  0.02
H -0.710 2.636 0.570  0.04
O 0.847 -0.216 4.315  -0.05
H 0.578 -1.083 3.967  0.03
H 0.734 0.376 3.586  0.02
O 1.864 -2.893 4.087  -0.05
H 2.210 -2.085 4.449  0.01
H 1.732 -3.470 4.857  0.05
O 0.023 -0.724 1.227  -0.03
H -0.866 -0.517 0.925  0.00
H 0.418 -0.121 0.623  -0.01
O -1.531 1.407 -1.977  -0.07
H -2.011 1.258 -2.792  0.02
H -1.761 0.608 -1.440  0.03
O 3.145 0.463 -3.129  -0.05
H 3.080 0.457 -4.098  0.07
H 3.747 1.190 -2.939  0.05
O -2.598 -0.306 -0.021  -0.05
H -3.168 0.341 0.443  0.03
H -3.184 -0.920 -0.435  0.06
O 0.731 -2.364 -1.344  -0.06
H 0.737 -1.398 -1.391  0.00
H 0.623 -2.532 -0.401  0.05
O -2.261 0.159 -4.414  -0.06
H -3.008 -0.444 -4.371  0.05
H -1.548 -0.438 -4.138  0.00
O 3.357 -0.907 -0.317  -0.04
H 2.604 -1.464 -0.578  0.01
H 4.076 -1.116 -0.895  0.03
O -3.922 1.480 1.639  -0.07
H -3.355 2.276 1.858  0.07
H -4.177 1.119 2.486  0.05
O 1.012 0.579 -1.385  -0.08
H 1.761 0.582 -2.009  0.00
H 0.282 0.846 -1.966  0.03

## Properties
molecular weight = 270.2 g/mol
largest force on an atom = 2.138 eV/A
relative energy (zero: lowest compared OMol25 entry of this formula, charge and spin) = 20.2 kJ/mol
orbital gap = 11.2 eV
LUMO energy = 0.03 eV

=====

Entry 6:
A 15-piece molecular cluster, H32NO14 overall at a distorted geometry. Source: the Open Molecules 2025 dataset; level of theory: ωB97M-V/def2-TZVPD.

Last column: Löwdin charge in e.
Element x y z (Å)
N -0.058 -0.068 -0.221  0.33
H 0.122 0.470 0.641  0.09
H -0.716 0.427 -0.840  0.11
H -0.467 -0.955 0.091  0.09
H 0.788 -0.175 -0.702  0.06
O -1.804 -2.199 -1.731  -0.03
H -2.711 -2.491 -1.667  0.05
H -1.426 -2.702 -1.031  -0.04
O -0.768 -1.969 2.706  -0.02
H -0.879 -2.262 3.598  0.06
H -1.288 -2.579 2.194  0.04
O 2.525 -0.862 0.729  -0.02
H 2.429 -1.648 1.237  0.03
H 2.787 -0.193 1.328  -0.05
O -1.649 1.944 1.711  -0.06
H -0.845 1.908 2.239  0.01
H -1.574 2.795 1.219  0.07
O 1.286 -2.392 -2.587  -0.02
H 2.200 -2.612 -2.412  0.08
H 0.808 -2.984 -3.156  0.06
O -3.466 1.211 -1.679  -0.03
H -3.259 0.310 -1.491  0.00
H -4.380 1.137 -1.983  0.07
O 0.457 0.532 2.988  -0.04
H 0.155 0.948 3.807  0.09
H -0.017 -0.293 2.984  0.00
O 1.435 2.974 0.716  -0.03
H 1.984 2.411 0.199  -0.04
H 0.846 3.347 0.058  0.02
O 3.234 1.119 2.416  -0.05
H 3.588 0.638 3.179  0.07
H 2.269 1.035 2.384  0.00
O 2.896 1.770 -1.304  -0.02
H 3.355 2.471 -0.871  0.04
H 2.295 2.272 -1.833  0.03
O -2.825 -0.467 0.621  -0.07
H -3.763 -0.574 0.740  0.05
H -2.583 0.450 0.895  0.02
O -1.091 2.763 -1.417  -0.05
H -0.854 3.316 -2.147  0.04
H -1.995 2.506 -1.671  0.02
O 1.052 0.251 -3.114  -0.07
H 0.223 0.230 -3.639  0.06
H 1.245 -0.681 -3.018  -0.03
O -0.079 -3.419 0.052  -0.03
H -0.096 -3.901 -0.776  0.05
H 0.610 -3.809 0.555  0.05

## Properties
molecular weight = 270.2 g/mol
largest force on an atom = 2.474 eV/A
charge = +1
relative energy (zero: lowest compared OMol25 entry of this formula, charge and spin) = 8.9 kJ/mol
orbital gap = 11.1 eV
LUMO energy = -2.71 eV

=====

Entry 7:
A 16-piece molecular cluster, H32O16 overall at a distorted geometry. Source: the Open Molecules 2025 dataset; level of theory: ωB97M-V/def2-TZVPD.

Last column: Löwdin charge in e.
Element x y z (Å)
O 2.623 -0.765 2.181  -0.03
H 3.187 -1.529 2.249  0.04
H 1.791 -0.973 1.787  -0.03
O 2.622 -1.643 -1.416  -0.01
H 2.725 -1.883 -2.320  0.06
H 1.965 -2.210 -1.013  0.02
O 2.113 3.073 -1.392  -0.06
H 2.287 2.340 -0.777  -0.02
H 2.159 2.749 -2.299  0.04
O -2.753 0.135 -1.678  -0.02
H -3.655 -0.045 -1.440  0.07
H -2.468 0.756 -1.015  0.01
O -2.066 -2.394 -1.404  -0.07
H -2.171 -1.395 -1.426  0.01
H -1.244 -2.505 -1.882  0.04
O -1.660 2.409 -0.052  -0.06
H -1.309 2.953 0.655  0.04
H -1.222 2.720 -0.884  0.00
O -0.639 2.921 -2.472  -0.06
H -0.144 2.149 -2.153  0.00
H -1.205 2.553 -3.154  0.06
O -2.446 -0.363 1.229  -0.05
H -1.683 -0.660 1.787  -0.01
H -2.786 -1.161 0.886  -0.01
O 0.860 -2.655 0.558  -0.04
H 0.280 -1.873 0.433  0.01
H 0.407 -3.245 0.016  0.01
O 0.618 0.447 -2.859  -0.04
H 0.019 -0.181 -3.304  0.07
H 0.621 0.126 -1.976  -0.03
O -0.172 -0.268 -0.336  -0.06
H -0.907 -0.114 0.254  0.00
H 0.454 0.351 0.048  0.02
O -2.109 -3.071 1.237  -0.04
H -2.989 -3.303 1.517  0.05
H -2.149 -2.796 0.325  -0.03
O -1.038 1.715 3.026  -0.04
H -0.185 1.795 2.540  0.04
H -0.778 1.639 3.956  0.07
O 1.283 1.597 1.051  -0.06
H 2.126 1.183 0.739  0.02
H 1.556 2.492 1.058  0.05
O 3.305 0.732 -0.484  -0.07
H 4.180 0.654 -0.095  0.08
H 2.998 -0.122 -0.868  0.02
O -0.452 -0.853 2.941  -0.02
H -1.164 -1.493 3.092  0.07
H -0.763 0.007 3.137  -0.03

## Properties
molecular weight = 288.2 g/mol
largest force on an atom = 2.832 eV/A
relative energy (zero: lowest compared OMol25 entry of this formula, charge and spin) = 416.9 kJ/mol
orbital gap = 10.7 eV
LUMO energy = 0.00 eV

=====

Entry 8:
A 16-piece molecular cluster, H32O16 overall at a distorted geometry. Source: the Open Molecules 2025 dataset; level of theory: ωB97M-V/def2-TZVPD.

Last column: Löwdin charge in e.
Element x y z (Å)
O 2.272 -1.618 -0.033  -0.04
H 2.405 -0.943 0.631  0.02
H 2.435 -2.434 0.403  0.07
O -3.358 0.245 1.366  -0.01
H -2.978 -0.540 1.724  0.02
H -3.580 0.744 2.138  0.04
O -1.285 2.147 1.885  -0.08
H -1.222 1.411 2.533  -0.01
H -2.227 2.428 2.066  0.08
O 0.116 -0.221 -3.239  -0.05
H -0.625 0.299 -2.903  0.00
H -0.065 -0.503 -4.152  0.07
O 1.439 2.151 1.596  -0.03
H 1.494 2.943 1.101  0.05
H 0.502 2.037 1.692  -0.01
O 1.778 -2.394 -2.540  -0.05
H 1.825 -2.350 -1.588  -0.01
H 1.107 -1.730 -2.652  -0.02
O 3.637 0.778 0.248  -0.04
H 2.877 1.315 0.522  0.02
H 4.074 1.195 -0.483  0.05
O -0.777 0.238 3.693  -0.04
H -0.903 -0.527 3.080  0.04
H -1.638 0.268 4.082  0.05
O -0.034 0.125 -0.421  -0.02
H -0.382 -0.287 0.378  0.01
H 0.724 -0.403 -0.634  0.03
O -0.290 2.630 -1.128  -0.08
H -0.201 1.717 -0.789  -0.02
H -0.338 3.300 -0.426  0.04
O 1.634 -0.375 2.499  -0.01
H 1.202 -0.399 3.312  0.00
H 1.705 0.580 2.352  0.02
O -3.221 -0.907 -1.223  -0.07
H -2.667 -0.254 -1.708  0.00
H -3.385 -0.495 -0.378  -0.01
O -0.800 -1.487 1.465  -0.02
H 0.116 -1.649 1.394  0.02
H -1.131 -2.364 1.398  0.08
O 3.579 -0.373 -2.293  -0.03
H 3.042 -1.049 -2.566  -0.07
H 3.519 -0.360 -1.343  -0.03
O -2.127 1.161 -2.331  -0.03
H -2.672 1.605 -2.986  0.10
H -1.951 1.942 -1.838  0.03
O -1.051 -2.738 -1.000  -0.06
H -1.555 -1.919 -0.968  -0.02
H -1.017 -2.937 -1.935  0.04

## Properties
molecular weight = 288.2 g/mol
largest force on an atom = 4.280 eV/A
relative energy (zero: lowest compared OMol25 entry of this formula, charge and spin) = 456.5 kJ/mol
orbital gap = 9.1 eV
LUMO energy = -0.68 eV

=====

> Look up the orbital gap of the fourth one.

10.0 eV